Entry 1:
# C32H60Cl2O24

A 9-piece molecular cluster, C32H60Cl2O24 overall (ωB97M-V with the def2-TZVPD basis set, the Open Molecules 2025 dataset).

```
118
Properties=species:S:1:pos:R:3
O -1.80 -3.91 2.23
H 5.82 1.68 2.07
H 2.61 1.86 -4.68
C 0.59 -2.84 3.03
H 0.43 4.36 2.19
H -3.94 -2.09 -4.16
H -6.52 -5.75 -2.48
C 2.06 7.88 -2.31
H 2.67 -0.27 -3.29
H -2.28 -3.89 -1.43
C 1.38 4.31 1.65
C 2.67 0.88 -5.14
O 4.69 2.42 -0.17
H 0.98 -3.26 -3.52
C 4.44 -2.26 -2.06
H -2.29 -2.24 -3.51
O -2.08 1.58 7.69
O 4.96 3.36 -2.06
H 0.43 3.28 0.03
H -5.47 -5.49 -1.10
Cl 1.83 0.93 -6.70
H -6.04 1.79 3.17
O 4.70 -2.33 -0.89
H 4.40 4.75 -3.46
H 1.92 -2.36 -1.21
O 0.31 -3.29 1.69
O -1.59 1.91 5.52
O -5.12 -3.41 -2.66
H 0.30 -3.70 -1.97
H 2.54 8.35 -1.44
H 1.84 5.29 1.78
C 1.72 5.99 -0.99
C -1.65 0.31 3.79
C -0.91 -3.73 1.43
C -1.18 4.12 8.15
H -5.24 2.71 1.89
H -2.62 -2.70 -5.19
C -5.41 -7.48 -1.86
C 2.31 -3.21 -1.75
H 3.68 3.20 -3.68
H 2.52 -3.78 3.32
C 4.22 2.46 -1.42
O -0.96 3.39 6.95
H -1.36 5.16 7.87
C -5.79 1.79 2.12
H 3.73 0.70 -5.30
H -6.13 -8.06 -2.45
O -4.92 0.70 1.80
H -5.56 -7.73 -0.81
H -3.08 -3.96 0.18
C 0.60 -0.39 0.24
H -2.30 -5.40 -0.55
H 3.04 1.65 0.86
H 2.70 -3.96 -1.06
H -3.16 0.51 5.32
H 2.36 -2.15 4.02
H -2.02 3.71 8.70
C 1.21 4.02 0.16
O -6.53 0.53 0.29
C 2.08 -2.79 3.19
H 2.29 -1.14 -4.73
O 0.76 5.16 -0.57
O 1.20 6.83 -1.87
C -1.30 0.79 0.06
H 0.19 -1.83 3.10
H 1.39 -4.85 -2.81
O 5.24 -1.77 -3.02
H 2.50 -2.27 2.32
H -2.08 1.03 3.10
C 4.73 1.80 2.09
H 5.41 3.36 -4.06
H 2.83 7.52 -2.99
O -4.54 -5.57 -3.00
H 2.02 3.57 2.12
C -1.38 -0.42 -0.84
H -2.25 0.95 0.58
O -0.19 0.50 0.89
O -5.00 -1.11 0.48
H -6.98 2.53 0.48
H 2.14 3.64 -0.25
C 1.19 -3.80 -2.60
H 4.26 0.46 0.47
H -1.63 -0.11 5.90
H -4.42 -7.85 -2.12
C -3.03 -2.68 -4.18
H 7.07 -0.97 -3.33
O 1.70 -0.68 0.55
C -6.94 1.63 1.10
H 6.71 -1.31 -1.63
H -0.56 0.43 3.75
H 4.38 1.14 2.89
O -3.29 -4.02 -3.81
H 1.40 8.62 -2.76
H -0.29 4.11 8.78
C -2.08 0.61 5.21
O -0.05 -0.91 -0.83
C 2.13 -0.19 -4.23
H -1.13 1.71 -0.51
O -0.98 -3.94 0.12
Cl 0.40 -0.05 -3.86
O 3.27 1.85 -1.84
H 4.56 2.84 2.38
H -7.91 1.44 1.55
O 2.87 5.97 -0.63
H 5.95 0.08 -2.41
C -1.60 2.24 6.81
C 6.30 -0.94 -2.57
C -2.25 -4.31 -0.42
C -5.54 -5.99 -2.06
C -5.44 -0.06 0.81
C 4.12 1.50 0.75
C -4.40 -4.26 -3.10
H -1.61 -0.16 -1.88
O 3.31 -2.65 -2.64
H -1.85 -0.68 3.38
C 4.61 3.68 -3.40
H -2.14 -1.16 -0.56
H 0.12 -3.51 3.75
```

Charge: 0
Spin multiplicity: 1
DFT total energy (eV): -108343.32475
Kohn-Sham gap (eV): 10.73
ΔE to the lowest compared entry with this formula, charge and spin (kcal per mole): 0.0

***

Entry 2:
# C32H60N6O3Si4V

C32H60N6O3Si4V as an isolated structure (ωB97M-V with the def2-TZVPD basis set, the Open Molecules 2025 dataset).

```
106
Properties=species:S:1:pos:R:3
H 4.76 0.16 -0.80
H -3.33 4.21 -0.89
H -1.50 -0.29 -4.18
N -1.33 -0.94 2.18
C 2.59 -4.32 0.08
H 4.81 3.16 -2.89
H -1.32 -4.51 -0.45
H -5.42 -2.71 3.36
C 2.00 3.14 -3.39
Si -0.95 -0.52 3.79
H -0.36 -1.31 -3.29
C -2.70 3.47 2.32
H 2.50 5.07 -0.66
O -1.17 1.63 1.06
C 0.58 0.57 3.88
C 2.65 -1.06 -4.33
H -1.91 1.40 5.11
C -2.33 0.50 4.65
H 2.97 0.91 -3.60
C -1.12 -0.53 -3.18
C -1.38 2.45 -1.13
C -4.04 0.04 -2.62
H -4.74 -1.79 -0.75
H -2.37 5.37 0.06
C -5.23 -2.28 1.26
H 5.04 -0.57 0.80
Si 2.70 2.69 -1.66
H 0.47 1.47 3.27
H -1.53 3.42 -1.61
N 3.73 1.08 0.76
C -3.05 -1.39 0.52
H -0.74 -3.32 1.97
H -0.53 -1.60 6.01
N -2.52 3.42 0.88
H 2.97 -0.81 -5.34
C -4.78 -2.34 2.56
H 1.15 2.50 -3.63
H -2.85 -0.06 5.43
H 4.80 1.40 -2.64
O 1.59 0.41 1.04
V -0.30 -0.28 0.40
H 2.31 -3.16 -4.70
H -3.97 4.86 0.61
H -3.09 0.80 3.92
C 2.50 0.67 0.23
C -0.57 -1.96 4.97
H 1.50 -3.60 -2.47
C -1.69 2.48 0.36
H 2.51 -5.38 0.30
H -2.26 2.59 2.76
C 0.91 2.94 -0.83
H -1.31 -2.76 4.91
H -2.22 4.36 2.74
H -4.74 0.20 -1.80
H 0.73 0.86 4.93
C -0.33 -4.62 -0.89
H 3.44 3.99 0.37
H -2.07 1.72 -1.57
C 4.57 2.36 -2.17
H 0.40 -2.40 4.74
H 2.72 3.09 -4.21
H 3.79 0.35 2.75
N -2.18 -0.95 -0.46
H -3.67 1.02 -2.95
H -3.57 -2.80 -3.65
N 2.40 0.77 -1.12
C -4.36 -1.82 0.26
H 4.20 4.71 -1.05
H 5.79 1.00 0.38
H 1.47 0.05 3.53
C 3.78 1.30 2.19
H -0.61 0.35 -2.80
C 0.29 -3.63 1.82
H 0.37 -4.70 2.07
C 2.63 -0.08 -3.34
C -3.48 -1.91 2.85
N 1.02 -1.86 -0.51
H -3.77 3.50 2.56
H 4.68 1.86 2.42
C 1.83 -2.59 -2.69
H -0.42 -4.41 -1.96
H 0.90 2.91 0.27
C -2.60 -1.40 1.89
C -3.06 4.52 0.12
C 4.89 0.38 0.26
C 2.28 -2.34 -3.98
H 3.15 -4.20 -0.85
C -3.01 -2.84 -2.71
H -3.15 -1.98 3.88
Si -2.57 -1.09 -2.12
C 2.23 -0.32 -2.03
H 2.90 1.85 2.51
O -0.08 2.00 -1.32
H -6.23 -2.60 0.99
H 3.18 -3.85 0.88
H 1.62 4.17 -3.32
H -4.59 -0.38 -3.47
H 0.58 3.95 -1.13
H -0.03 -5.66 -0.77
Si 0.88 -3.48 0.05
H -2.09 -3.40 -2.90
C 1.67 -1.60 -1.69
H -3.59 -3.41 -1.98
H 5.23 2.50 -1.32
C 3.26 4.28 -0.67
H 0.91 -3.08 2.53
```

Charge: -2
Spin multiplicity: 4
DFT total energy (eV): -106446.19922
<S²>: 3.76
Kohn-Sham gap (spin up / spin down) (eV): 4.34 / 4.87

***

Among the records above, which one has the highest spin multiplicity?
C32H60N6O3Si4V

***

Among the records above, which one has the highest DFT total energy?
C32H60N6O3Si4V

***

Look up the DFT total energy of the second one.
-106446.19922 eV

***

What is the formula in the second record?
C32H60N6O3Si4V